No. 1
Entry from the Open Molecules 2025 dataset: a structure of composition C38H30MoN3O7S2 (ωB97M-V/def2-TZVPD).

## Properties
E: -82199.1658 eV
largest force on an atom: 0.65 eV Å⁻¹
energy above the lowest of the compared OMol25 structures with the same formula, charge and spin: 19.3 kJ/mol
LUMO energy: -0.351 hartree
net charge: +3
HOMO level: -14.9 eV

XYZ file:
```
81
Properties=species:S:1:pos:R:3:lowdin_charge:R:1
C 0.49876 1.54841 -5.38268 0.03
C -1.19373 2.15712 -3.74476 -0.12
C 4.30637 -2.32523 -5.34814 -0.09
O -1.29039 -1.89466 -0.60116 -0.28
H -5.21359 -2.40029 -0.17281 0.17
C 0.38637 0.35511 -3.26831 -0.17
Mo -0.20207 -0.43533 -0.50771 1.82
H 0.25051 1.91869 3.42868 0.16
C -1.83601 -2.99532 0.02478 -0.26
N -4.20720 -2.05610 -1.87086 0.18
H -2.97183 -5.99799 -3.82798 0.11
H -2.57110 1.56156 -0.21032 0.12
H -1.56693 -5.97175 -2.71561 0.10
C -2.64298 -5.82293 -2.80440 -0.01
H -4.03573 2.97046 0.59048 0.11
H -1.98013 -0.41016 -5.47752 0.12
C -0.54536 0.09447 2.67554 -0.42
O 1.10985 0.65524 0.11996 -0.26
C -4.44236 3.53935 -0.23457 -0.11
H -0.91987 3.08676 -5.69727 0.14
H -1.28904 -4.51053 -4.46054 0.12
N -1.21876 0.98568 -1.63932 -0.03
C -0.70144 1.18085 -2.88378 -0.17
H 6.00872 -3.52160 -6.08944 0.12
C -3.21911 -2.21317 -2.89939 -0.15
H 4.06173 -1.79709 -6.25883 0.12
C 5.36165 -3.26235 -5.26548 -0.14
O 2.91062 1.94998 0.50296 0.23
H -3.16293 -6.49421 -2.12920 0.11
O -3.00457 -4.49386 -2.38295 -0.07
C -5.53119 4.42872 -0.08634 -0.15
O -0.38854 -0.44757 3.84906 0.22
C 2.51260 -1.28350 -3.88944 -0.16
C -1.75526 -3.56226 -4.23381 0.02
C -2.82495 2.72919 -2.02720 -0.17
C -2.83212 -5.10382 1.54460 -0.02
C -3.22270 -3.19675 0.09142 -0.13
H -3.51733 -0.19531 -3.54418 0.12
C -3.94765 3.51169 -1.51630 -0.50
C -2.99194 -1.12569 -3.73300 -0.02
H -2.67468 3.69735 -3.93910 0.12
H 2.09527 -2.09382 -1.91808 0.10
C 0.73697 2.80594 1.16763 -0.07
C 3.63570 -2.17171 -4.16046 -0.50
H -6.05409 4.60402 0.84144 0.12
C -5.84287 5.05839 -1.25596 -0.36
C -1.46400 -4.92379 1.40379 -0.01
S 4.31169 -3.18511 -2.94228 1.07
H 1.20496 3.31511 2.01246 0.16
O -0.50866 2.22958 1.50322 -0.12
S -4.82837 4.58084 -2.53457 1.11
C -0.55110 2.32135 -5.02669 0.02
N 0.78931 -0.57585 -2.36682 -0.04
H 0.09999 -3.68643 0.59061 0.13
H 2.60396 -0.19902 -5.73874 0.14
C -2.64469 -3.46635 -3.16393 -0.22
H -0.77426 -5.59919 1.89287 0.13
H -5.05815 -1.60261 -2.18997 0.19
H 6.19220 -4.53408 -3.67619 0.09
C 1.81201 -1.36503 -2.66748 -0.03
H -0.46504 -1.41349 3.81185 0.17
C -2.27538 2.92476 -3.29141 0.08
C -0.55313 1.60428 2.75799 -0.07
H 0.54910 3.55122 0.39300 0.16
H -3.22095 -5.91192 2.14807 0.13
O -0.74014 -0.57850 1.66215 -0.03
C -3.69800 -4.23510 0.90553 0.02
C 1.00439 0.52323 -4.50171 -0.11
C -0.96646 -3.85665 0.66357 0.01
H -1.49479 1.86328 3.25290 0.17
H -4.76786 -4.38163 0.99453 0.14
C -2.13483 -1.24538 -4.80873 -0.06
H -6.62068 5.78520 -1.43143 0.09
C -2.23409 1.73914 -1.22181 -0.02
H -0.83832 -2.57722 -5.88383 0.13
C 1.74889 1.81877 0.60431 -0.42
C 5.47490 -3.80555 -4.02007 -0.36
H 0.97841 1.68966 -6.34273 0.14
C -1.50683 -2.46506 -5.04010 -0.03
C 2.08754 -0.31750 -4.79453 0.11
C -4.24859 -2.51279 -0.65795 0.07
```

***

No. 2
Entry from the Open Molecules 2025 dataset: a structure of composition C11H9AuBrFN3O4 in a non-equilibrium geometry (ωB97M-V/def2-TZVPD).

## Properties
E: -100656.7569 eV
largest force on an atom: 1.41 eV Å⁻¹
energy above the lowest of the compared OMol25 structures with the same formula, charge and spin: 29.4 kJ/mol
LUMO energy: -0.258 hartree
net charge: +1
HOMO level: -13.5 eV

XYZ file:
```
30
Properties=species:S:1:pos:R:3:lowdin_charge:R:1
H -3.73279 -0.06881 3.28461 0.12
Br -2.80231 -0.15432 0.40213 0.92
O 1.48993 3.54353 -0.02900 0.15
N 3.39274 -0.53681 -0.20160 0.08
Au 0.08552 -0.21163 -0.15496 1.26
C 3.90199 1.60262 -0.08213 -0.02
H 3.40851 -1.54266 -0.27341 0.19
C 2.51265 1.41894 -0.11856 -0.12
O 5.96628 2.65936 0.01500 0.14
F -0.04696 -2.09474 -0.28197 -0.49
H 3.22072 3.96054 0.02722 0.08
C -1.90554 -0.01036 4.43964 0.02
H 5.45320 0.01246 -0.13133 0.16
C -0.51505 0.00797 4.40560 -0.22
C -1.96177 -0.07675 2.08074 -0.72
H 0.95018 0.94780 5.65921 0.10
N -0.63898 -0.05574 2.02827 -0.06
H -2.41684 0.00758 5.39405 0.13
C 4.77809 2.82301 0.00832 -0.48
C 1.34601 2.34801 -0.07494 -0.50
O 4.19529 4.00130 0.08148 0.17
H -0.28160 0.04031 6.54070 0.09
H 1.00496 -0.80890 5.67776 0.09
N 2.23495 0.12164 -0.18808 -0.02
C -2.65304 -0.05164 3.27146 -0.05
O 0.16952 1.76269 -0.10129 -0.14
C 4.42070 0.32355 -0.13880 0.05
C 0.33268 0.04891 5.64325 -0.02
C 0.07851 -0.01458 3.14834 -0.05
H 1.15667 0.00810 3.03471 0.14
```

***

No. 3
Entry from the Open Molecules 2025 dataset: a structure of composition C41H30N8O4SeW in a non-equilibrium geometry (ωB97M-V/def2-TZVPD).

## Properties
E: -130277.5237 eV
largest force on an atom: 1.67 eV Å⁻¹
energy above the lowest of the compared OMol25 structures with the same formula, charge and spin: 0.0 kJ/mol
LUMO energy: -0.225 hartree
net charge: +2
HOMO level: -12.4 eV

XYZ file:
```
85
Properties=species:S:1:pos:R:3:lowdin_charge:R:1
C -3.17086 -3.15127 -3.77781 -0.34
C 0.11967 -4.66737 -2.61414 0.05
C 4.49093 0.75350 -2.60520 0.00
H 1.60143 -0.90908 -3.17266 0.12
Se -3.91181 -5.22578 -4.94889 1.21
O 0.01650 1.59882 -1.45023 -0.28
C -3.02385 -1.80480 -3.22315 -0.07
H -3.23602 -1.57975 1.65326 0.13
H 1.90366 -5.51119 3.45205 0.12
H 5.45304 0.97997 -3.04414 0.13
C -2.66070 -0.98897 0.93934 -0.17
C 0.01014 3.68194 5.91837 -0.47
C 1.14007 3.29251 2.35776 0.00
H -4.79705 -0.95442 -4.07775 0.13
H 3.19225 2.12219 1.01986 0.16
C 0.82015 3.82990 3.59415 0.03
C 0.53529 5.16413 -1.69247 -0.04
N -1.57166 1.12400 0.53675 -0.09
C 2.46998 1.53621 0.45359 -0.01
N 2.03541 0.14930 -1.46681 -0.01
C -2.14698 -4.13220 -3.56595 -0.34
C 0.06136 1.67054 4.34591 0.00
C -0.96066 -2.43634 1.59399 -0.05
H 0.08242 -5.65309 -3.05932 0.13
C 1.77769 -4.59937 2.88675 -0.06
H -2.27079 1.62804 -1.76598 0.10
C 0.51568 -4.13414 2.57882 -0.01
H -2.27219 0.51322 2.41534 0.12
C 0.37549 1.12135 3.11036 -0.01
H -0.41261 6.69968 -0.50496 0.12
H -1.76848 -2.95628 2.11199 0.14
O 1.32223 -1.12487 0.70202 -0.30
N 1.28211 1.35984 0.87004 0.00
C -2.50774 0.65734 -2.16391 -0.08
C -1.67876 2.41214 0.56696 -0.07
H -4.29566 1.31895 -3.12997 0.13
N -2.33376 -5.29917 -4.12092 -0.20
C -3.64712 0.47499 -2.94276 0.01
H -1.39410 2.41574 6.24711 0.10
C -0.90588 3.36187 -0.17878 -0.18
N 0.14905 -2.11988 -1.44664 0.01
W 0.07119 -0.05351 -0.38485 1.76
H -1.72345 5.08235 0.82909 0.13
C -0.06008 2.90120 -1.18569 -0.33
H 1.53012 3.92358 1.56814 0.13
C 2.88844 -3.86401 2.47429 -0.04
C 4.15422 1.26176 -1.34633 0.03
H 2.10381 -4.82340 -1.79800 0.13
N -1.65816 -0.33618 -1.88744 0.00
C 2.34483 -0.30512 -2.67224 -0.07
C 1.48010 -2.23603 1.42043 -0.35
C -0.88616 -2.53964 -2.19800 -0.13
C 3.57175 -0.02110 -3.27577 0.00
H 2.07037 -2.56779 -0.84958 0.11
H 0.24198 0.06523 2.91448 0.11
N -1.26903 -1.41990 0.87898 -0.06
H 1.09665 5.87451 -2.28600 0.12
C 1.20281 -2.94021 -1.36200 -0.10
C -1.91091 -1.53658 -2.43554 -0.15
H -2.44696 2.83433 1.21583 0.15
H 3.88207 -4.21236 2.72546 0.12
C 2.75372 -2.68909 1.75001 0.00
C -0.31789 5.63877 -0.68597 -0.05
C -3.92228 -0.76855 -3.46838 0.04
H -0.31156 1.01688 5.12583 0.13
C -1.04575 4.73926 0.05595 -0.02
C 0.66399 3.81532 -1.95711 0.01
H 4.83183 1.90109 -0.79788 0.13
C 0.91768 1.94293 2.13661 -0.25
H 0.99542 4.87551 3.80861 0.14
C -0.95648 -3.79821 -2.78151 -0.06
C 0.27606 3.02418 4.58799 -0.11
O -0.92932 3.12393 6.70724 0.14
H -3.12846 -1.08616 -0.04033 0.11
H -3.54996 0.94829 1.26382 0.13
H -0.36423 -4.67342 2.91016 0.12
O 0.59580 4.66426 6.25839 0.16
N -4.19165 -3.52004 -4.50345 -0.20
H 1.29993 3.45339 -2.75433 0.12
C 0.36115 -2.95603 1.84175 -0.15
C 2.91882 0.94499 -0.83014 -0.22
H 3.78033 -0.41660 -4.25988 0.13
C -2.58812 0.44728 1.37093 -0.15
H 3.61941 -2.11963 1.43674 0.12
C 1.22015 -4.21372 -1.92230 0.01
```

***

No. 4
Entry from the Open Molecules 2025 dataset: a cluster of 6 separate species, C42H40N3O11 in total in a non-equilibrium geometry (ωB97M-V/def2-TZVPD).

## Properties
E: -71172.9615 eV
largest force on an atom: 8.16 eV Å⁻¹
LUMO energy: -0.183 hartree
net charge: +1
HOMO level: -11.6 eV

XYZ file:
```
96
Properties=species:S:1:pos:R:3:lowdin_charge:R:1
C -2.68124 -0.05833 6.09902 0.02
H -2.24506 -3.63479 7.68197 0.13
C -5.84309 -3.62242 -0.38605 -0.37
C -1.98939 -6.38390 1.62788 0.03
O -4.84936 -1.47498 -3.72646 0.09
C -4.82460 3.23908 -1.53236 -0.09
C 0.00496 5.33916 -2.77760 0.12
C 4.95166 2.71976 -1.71077 -0.13
N 0.71823 2.92566 -1.45065 0.14
H 1.37988 0.43144 -0.35152 0.10
C -2.30862 -2.65295 7.22898 0.04
H -5.17551 2.11809 -1.56496 0.09
H -0.30394 -2.57300 6.53695 0.12
H 2.86505 3.27694 -4.19241 0.15
H -4.47372 -5.13003 -1.18023 0.10
C 1.72271 0.15368 -1.46068 -0.08
C 1.65511 -3.70416 3.11633 -0.36
H -4.71661 3.58211 -0.40902 0.11
H -5.59493 3.90382 -2.14841 0.12
H 4.16178 0.90679 -0.43506 0.11
O 10.58951 3.96588 -4.69040 0.12
C 2.95504 -1.37712 2.05167 -0.38
C 1.21049 -2.34422 3.47977 0.04
C 1.25350 5.01244 -3.84940 0.08
C -6.42315 -2.28908 -0.64086 0.03
H 0.82640 -0.24699 -2.10792 0.09
C -3.32510 -6.74029 1.10953 -0.38
H 1.50343 -0.25623 3.24129 0.12
C 3.39965 -2.73707 1.68823 0.02
C 6.61008 4.91898 -4.57566 -0.39
C -5.14676 -2.11743 -2.72881 -0.39
C 1.98389 3.60558 -3.45547 0.06
C -1.37667 -0.74324 6.00516 -0.39
O 1.10229 -4.69631 3.57079 0.10
C 2.56327 1.38899 -2.13652 -0.26
H -5.38948 -7.15950 1.69616 0.13
H 4.23653 -2.80571 1.00358 0.12
H -2.34658 1.76649 -1.15490 0.09
H -6.51613 -0.60982 -1.93462 0.12
C -1.26721 -2.08322 6.61481 0.02
C 1.81651 -1.26084 2.98443 0.03
O -6.14050 -4.26488 0.61161 0.11
C -3.61318 -1.96804 7.32284 -0.38
H 2.49807 -0.74221 -1.31311 0.11
C -6.09927 -1.58886 -1.73224 0.01
C -1.33586 4.33199 -0.57617 -0.06
O 3.50786 -0.38497 1.59721 0.07
C 9.40007 4.24973 -4.65634 -0.38
H -3.46668 1.28658 -2.64185 0.10
O 5.42064 5.20284 -4.54159 0.06
H -0.67346 6.28828 -2.86040 0.13
C -1.77453 -6.21261 2.93586 0.03
C 7.25922 4.48523 -5.82877 0.02
H 3.10672 -4.82506 1.92671 0.13
H -1.80805 2.14413 -2.92069 0.10
C 2.79364 -3.82044 2.18358 0.03
H 4.57277 3.61412 -2.36597 0.05
C 8.55818 4.17280 -5.86651 0.03
H 6.62772 4.43490 -6.70735 0.12
H -4.68591 -0.13829 6.79105 0.13
H -3.87019 -3.82501 -3.21470 0.12
H -1.20099 -6.27081 0.89379 0.12
H 9.04887 3.85226 -6.77771 0.13
C -2.69628 4.52609 -1.46977 -0.28
H 0.37362 -2.27558 4.16442 0.10
C -2.86476 -6.37099 3.91847 -0.38
H -2.74479 0.92351 5.64604 0.12
N -3.47433 3.44341 -2.18381 -0.18
C -4.20046 -6.72738 3.40013 0.03
C -4.89058 -4.15099 -1.38261 0.03
H -1.41921 3.42391 0.16867 0.12
O -3.52041 -6.89884 -0.08764 0.08
H 6.96127 5.31646 -2.45428 0.12
H 3.17753 2.56521 -0.28255 0.13
C 3.73903 1.82234 -1.02957 -0.18
H 9.38243 4.73382 -2.52464 0.13
H -7.11966 -1.91484 0.09984 0.12
N 1.72603 2.67125 -2.32457 -0.11
C -3.72265 -0.62806 6.71319 0.03
H -4.98886 -6.84048 4.13422 0.13
H 3.06295 1.12603 -3.16956 0.16
C 7.45197 4.99592 -3.36548 0.01
O -2.66944 -6.21244 5.11564 0.10
O -4.56642 -2.49110 7.88343 0.12
C -2.75795 2.11132 -2.19904 -0.13
H 5.58432 3.17078 -0.81967 0.10
C 8.75092 4.68348 -3.40323 0.03
H 1.51648 5.71363 -4.76006 0.13
O -0.42344 -0.22018 5.44457 0.07
C -0.08345 4.14085 -1.67379 -0.11
C -4.56670 -3.45078 -2.47400 0.03
H -0.80037 -5.95178 3.33184 0.09
H 5.59683 2.01040 -2.39215 0.09
C -4.41533 -6.89867 2.09215 0.02
O -3.15024 5.79654 -1.61300 -0.05
H -1.08596 5.28223 0.10176 0.15
```

***

No. 5
Entry from the Open Molecules 2025 dataset: a cluster of 2 separate species, C3H8NS in total in a non-equilibrium geometry (ωB97M-V/def2-TZVPD).

## Properties
E: -15564.7185 eV
largest force on an atom: 3.08 eV Å⁻¹
energy above the lowest of the compared OMol25 structures with the same formula, charge and spin: 224.2 kJ/mol
LUMO energy: 0.153 hartree
net charge: -1
HOMO level: -2.2 eV

XYZ file:
```
13
Properties=species:S:1:pos:R:3:lowdin_charge:R:1
H -0.76807 -1.04818 0.34754 -0.08
H 0.30508 2.02607 1.61727 -0.06
H 0.63497 2.00217 -0.05514 0.03
C -0.26576 2.16196 0.73969 -0.69
H 0.69953 -1.06324 1.38283 0.09
H 1.06415 -0.97356 -2.69825 0.07
C 0.12062 -1.59539 0.57589 -0.23
S -1.75517 1.10461 0.34593 0.05
H -0.16265 -2.47070 1.09094 0.04
H -0.56037 -0.56444 -1.80984 0.05
H -0.69948 3.19608 0.74154 -0.03
N 0.91125 -1.72904 -0.63222 -0.11
C 0.47589 -1.04634 -1.64619 -0.13
```

***

No. 6
Entry from the Open Molecules 2025 dataset: a cluster of 7 separate species, C6H25NO7 in total in a non-equilibrium geometry (ωB97M-V/def2-TZVPD).

## Properties
E: -22448.8617 eV
largest force on an atom: 4.59 eV Å⁻¹
energy above the lowest of the compared OMol25 structures with the same formula, charge and spin: 303.2 kJ/mol
SMILES string: CC[C@@H](C)[C@H](N)C=O.O.O.O.O.O.O
LUMO energy: 0.015 hartree
HOMO level: -9.5 eV

XYZ file:
```
39
Properties=species:S:1:pos:R:3:lowdin_charge:R:1
O 2.89963 -0.12911 1.94046 0.03
H 0.00389 -2.88042 -2.34335 0.10
H -0.76592 -0.38807 -0.03761 0.16
H 1.34296 -0.67104 4.24096 -0.01
H 1.71614 -2.04120 -0.58687 0.12
H -1.23328 -2.60975 -1.10404 0.04
H 1.98308 0.07960 3.25564 -0.01
O 1.34743 0.18924 3.98520 -0.04
O -2.65478 -0.48769 -3.70082 -0.08
C 0.38136 -0.60356 0.23153 -0.29
C 1.28132 0.62761 0.29250 -0.33
C 0.72619 -1.57133 -0.92196 -0.25
O -1.35363 1.96690 0.81934 -0.06
H -2.56958 2.22396 -1.66536 0.01
H -3.10790 -0.85900 -2.95877 0.02
H -2.74559 0.48131 -3.46752 0.04
N 1.43430 1.43010 -0.94308 0.05
H 0.97020 -1.11232 -1.93728 0.11
O -2.69193 1.33554 -1.48884 -0.05
O -0.27069 2.33306 3.26158 -0.04
H 0.57871 1.93427 -1.25728 0.07
H -0.80634 2.11192 3.98295 0.02
H -0.31870 -2.36612 1.43569 0.07
H 3.35937 -0.19400 -0.04518 0.14
H -2.01132 2.66065 1.13612 0.11
H -0.01407 -3.72773 -0.72826 0.07
H 0.10713 -0.97911 2.50723 0.05
H 1.30869 -1.93786 1.75342 0.06
C -0.20641 -2.76837 -1.21266 -0.10
H -0.74663 1.93595 1.50448 -0.05
H 0.87162 1.33590 1.00837 0.11
C 0.32848 -1.51540 1.59543 -0.02
C 2.68225 0.11796 0.76341 -0.12
O -0.16994 0.87391 -3.37183 -0.09
H 1.48364 0.75315 -1.73999 0.05
H -0.57281 0.64638 -4.24359 0.06
H -0.95150 0.73911 -2.81085 -0.01
H -2.18026 1.22139 -0.64265 0.03
H 0.56489 1.84416 3.49348 0.05
```